This record from the Open Molecules 2025 dataset describes a gas-phase ion, C3H2IO3 (charge +1). The level of theory is the ωB97M-V functional and the def2-TZVPD basis.

As for the charge: +1. The calculation puts the lowest unoccupied orbital energy at -5.60 eV. As for the energy above the lowest of the compared OMol25 structures with the same formula, charge and spin: 232.68 kJ/mol. The frontier orbital gap is 9.10 eV. As for the spin multiplicity: 1. For the highest occupied orbital energy, the calculation gives -14.70 eV.

The geometry in XYZ format:
```
9
C3H2IO3 (the ωB97M-V functional and the def2-TZVPD basis)
C 0.176 0.594 0.405
C 0.231 -1.995 0.412
C -0.631 0.899 -0.816
O 0.219 -3.099 0.146
O -1.068 0.067 -1.490
O 0.198 -0.862 0.855
I 2.329 1.272 0.145
H -0.316 1.204 1.160
H -1.137 1.920 -0.818
```

Results of the Mulliken charge analysis, in e, for atoms 1 through 4: -0.34, 0.80, 0.09, -0.10

This record from the Open Molecules 2025 dataset describes C2H3NO2S in the gas phase. The level of theory is the ωB97M-V functional and the def2-TZVPD basis.

As for the charge: 0. The calculation puts the lowest unoccupied orbital energy at 0.24 eV. As for the energy above the lowest of the compared OMol25 structures with the same formula, charge and spin: 243.74 kJ/mol. The frontier orbital gap is 9.70 eV. As for the spin multiplicity: 1. For the highest occupied orbital energy, the calculation gives -9.46 eV.

The geometry in XYZ format:
```
9
C2H3NO2S (the ωB97M-V functional and the def2-TZVPD basis)
O -0.848 -1.830 0.902
C 0.046 -1.006 0.854
N 0.083 -0.064 -0.243
S -1.039 -0.102 -1.624
C 0.723 1.260 -0.055
O 1.544 1.510 0.838
H 0.965 -0.618 1.496
H -1.570 -1.359 -1.440
H 0.096 2.209 -0.727
```

Results of the Mulliken charge analysis, in e, for atoms 1 through 4: -0.51, 0.19, 0.01, -0.14

This record from the Open Molecules 2025 dataset describes 6 unconnected molecules or ions with the total composition C21H53NO6. The level of theory is the ωB97M-V functional and the def2-TZVPD basis.

As for the charge: 0. The calculation puts the lowest unoccupied orbital energy at 0.19 eV. As for the energy above the lowest of the compared OMol25 structures with the same formula, charge and spin: 315.75 kJ/mol. The frontier orbital gap is 8.14 eV. As for the spin multiplicity: 1. For the highest occupied orbital energy, the calculation gives -7.95 eV.

The geometry in XYZ format:
```
81
C21H53NO6 (the ωB97M-V functional and the def2-TZVPD basis)
C -20.460 -7.097 -6.643
C -21.212 -7.635 -7.901
C -22.566 -8.165 -7.537
C -21.514 -6.547 -8.959
C -20.409 -6.168 -9.949
C -19.844 -7.445 -10.620
C -19.431 -8.562 -9.574
C -19.189 -9.883 -10.277
C -18.085 -8.091 -8.938
N -20.526 -8.781 -8.549
O -20.453 -9.936 -7.754
H -19.963 -7.874 -6.063
H -19.833 -6.290 -7.022
H -21.309 -6.736 -6.063
H -22.558 -8.885 -6.719
H -23.235 -7.383 -7.179
H -23.093 -8.749 -8.291
H -22.404 -6.812 -9.529
H -21.767 -5.549 -8.602
H -20.684 -5.435 -10.708
H -19.575 -5.708 -9.419
H -18.987 -7.029 -11.148
H -20.632 -7.842 -11.261
H -20.101 -10.421 -10.533
H -18.537 -10.563 -9.728
H -18.694 -9.615 -11.211
H -17.862 -8.656 -8.033
H -18.169 -7.073 -8.557
H -17.323 -8.050 -9.715
H -20.020 -9.569 -6.980
C -20.909 1.348 2.159
C -20.551 0.444 0.962
C -21.739 -0.200 0.380
O -19.923 1.322 0.031
H -20.037 1.752 2.673
H -21.576 0.876 2.882
H -21.364 2.277 1.814
H -19.919 -0.341 1.378
H -22.301 0.538 -0.192
H -22.360 -0.688 1.131
H -21.689 -1.065 -0.283
H -19.876 0.748 -0.737
C -27.039 -4.211 -2.287
C -26.042 -3.900 -1.194
C -26.624 -4.199 0.174
O -25.003 -4.800 -1.442
H -26.712 -3.798 -3.241
H -28.015 -3.756 -2.118
H -27.139 -5.297 -2.276
H -25.742 -2.865 -1.356
H -27.001 -5.215 0.295
H -27.319 -3.381 0.365
H -25.871 -3.963 0.926
H -24.626 -4.672 -2.316
C -21.851 -0.237 -7.969
C -21.407 1.103 -7.474
C -22.471 2.202 -7.607
O -21.255 1.043 -6.020
H -22.730 -0.509 -7.384
H -21.083 -0.993 -7.804
H -21.985 -0.262 -9.050
H -20.465 1.386 -7.944
H -23.396 1.836 -7.162
H -22.791 2.419 -8.626
H -22.170 3.193 -7.265
H -21.123 1.947 -5.723
C -15.976 -0.689 -3.504
C -16.947 -1.880 -3.634
C -16.574 -3.012 -2.744
O -18.231 -1.373 -3.304
H -15.837 -0.576 -2.429
H -16.452 0.173 -3.971
H -15.000 -0.924 -3.930
H -16.991 -2.010 -4.715
H -16.655 -2.802 -1.678
H -15.521 -3.246 -2.895
H -17.234 -3.830 -3.037
H -18.593 -0.963 -4.093
O -22.359 -2.803 -4.005
H -21.548 -2.911 -3.509
H -22.388 -1.870 -4.219
```

Results of the Mulliken charge analysis, in e, for atoms 1 through 4: -1.38, 1.28, -2.00, -1.28

This record from the Open Molecules 2025 dataset describes a molecular structure, C37H50N15NaP2Si2. The level of theory is the ωB97M-V functional and the def2-TZVPD basis.

As for the charge: -2. The calculation puts the lowest unoccupied orbital energy at 3.77 eV. As for the energy above the lowest of the compared OMol25 structures with the same formula, charge and spin: 29.19 kJ/mol. The frontier orbital gap is 5.18 eV. As for the spin multiplicity: 1. For the highest occupied orbital energy, the calculation gives -1.41 eV.

The geometry in XYZ format:
```
107
C37H50N15NaP2Si2 (the ωB97M-V functional and the def2-TZVPD basis)
Na 12.394 14.676 9.400
C 9.046 16.296 12.576
Si 10.359 17.583 13.112
C 9.309 19.044 13.725
C 11.203 17.080 14.712
C 11.441 17.803 11.691
C 10.867 17.604 10.408
C 9.570 18.219 10.155
C 9.087 18.196 8.900
C 9.778 17.518 7.896
C 10.933 16.891 8.225
N 11.495 16.898 9.449
Si 13.132 18.463 11.907
C 14.057 17.766 13.394
C 14.215 18.273 10.391
C 13.077 20.353 12.199
H 8.340 16.103 13.363
H 9.497 15.337 12.253
H 8.415 16.660 11.754
H 8.616 18.660 14.479
H 8.669 19.445 12.881
H 9.885 19.875 14.179
H 10.372 16.806 15.339
H 11.621 18.000 15.160
H 11.962 16.276 14.697
H 9.109 18.748 10.947
H 8.129 18.664 8.677
H 9.378 17.430 6.920
H 11.485 16.297 7.493
H 14.050 16.681 13.453
H 13.642 18.137 14.311
H 15.111 18.092 13.342
H 14.283 17.249 10.035
H 15.219 18.626 10.556
H 13.783 18.872 9.550
H 12.369 20.638 12.996
H 12.729 20.871 11.293
H 14.078 20.755 12.428
N 15.172 13.816 7.355
C 14.903 12.813 8.314
N 15.699 11.792 8.563
N 15.011 11.068 9.451
N 13.898 11.662 9.732
N 13.781 12.776 9.027
C 14.120 14.146 6.490
N 14.282 14.180 5.166
N 13.070 14.490 4.684
N 12.211 14.623 5.650
N 12.894 14.487 6.858
H 15.955 13.522 6.747
N 11.969 13.304 13.473
P 10.566 12.836 12.642
C 10.570 10.977 12.691
C 9.786 10.209 13.562
C 9.700 8.844 13.429
C 10.498 8.231 12.430
C 11.295 8.975 11.564
C 11.267 10.359 11.657
C 9.279 13.188 14.012
C 9.509 14.063 15.065
C 8.507 14.378 15.967
C 7.218 13.874 15.825
C 6.984 12.926 14.826
C 7.995 12.650 13.931
C 13.189 13.791 12.975
C 14.293 13.626 13.793
C 15.551 14.004 13.304
C 15.621 14.573 12.060
C 14.456 14.659 11.329
N 13.263 14.225 11.742
H 12.160 12.849 14.340
H 9.257 10.641 14.412
H 9.091 8.181 14.062
H 10.444 7.151 12.392
H 11.869 8.502 10.791
H 11.833 10.977 10.991
H 10.488 14.497 15.162
H 8.798 15.060 16.742
H 6.434 14.169 16.478
H 6.045 12.402 14.753
H 7.784 11.909 13.144
H 14.198 13.225 14.795
H 16.410 13.874 13.971
H 16.554 14.890 11.609
H 14.507 15.119 10.343
C 6.527 12.700 8.170
N 7.234 11.941 9.181
C 8.076 10.942 8.465
N 8.989 11.509 7.476
C 8.200 12.292 6.528
N 7.373 13.351 7.120
C 8.182 14.453 7.730
P 9.318 13.819 9.055
C 8.067 12.828 10.033
C 10.021 12.374 8.122
H 5.891 13.460 8.626
H 5.854 11.991 7.675
H 7.360 10.261 7.971
H 8.638 10.337 9.218
H 7.576 11.578 5.995
H 8.898 12.754 5.801
H 7.505 15.149 8.191
H 8.781 14.986 6.970
H 7.382 13.496 10.608
H 8.629 12.228 10.756
H 10.591 11.772 8.835
H 10.688 12.806 7.373
```

Results of the Mulliken charge analysis, in e, for atoms 1 through 4: 0.65, -0.18, -0.21, -1.23

This record from the Open Molecules 2025 dataset describes a molecular structure, C4H11NO2. The level of theory is the ωB97M-V functional and the def2-TZVPD basis.

As for the charge: 0. The calculation puts the lowest unoccupied orbital energy at 0.71 eV. As for the energy above the lowest of the compared OMol25 structures with the same formula, charge and spin: 273.90 kJ/mol. The frontier orbital gap is 9.21 eV. As for the spin multiplicity: 1. For the highest occupied orbital energy, the calculation gives -8.50 eV.

The geometry in XYZ format:
```
18
C4H11NO2 (the ωB97M-V functional and the def2-TZVPD basis)
C 0.306 1.969 -0.500
O 1.487 1.373 -0.465
O -0.345 2.087 0.780
H 1.161 0.100 -0.536
H 0.362 2.249 1.417
H 0.332 2.957 -0.987
H -0.436 1.276 -1.053
C 0.845 -1.725 0.785
N -1.770 -0.486 0.283
C -0.872 -0.642 -0.724
C 0.458 -1.079 -0.536
H -1.381 -0.290 1.195
H -2.571 0.095 0.087
H -1.299 -0.638 -1.720
H 0.849 -1.603 -1.405
H 0.636 -1.060 1.625
H 1.918 -1.916 0.800
H 0.320 -2.667 0.956
```

Results of the Mulliken charge analysis, in e, for atoms 1 through 4: -0.01, -0.68, -0.48, 0.25